(1)
This record from the Open Molecules 2025 dataset describes a 6-piece molecular cluster, C41H43INO11 overall at a distorted geometry. The level of theory is the ωB97M-V functional and the def2-TZVPD basis.

**Orbital gap**: 7.378 eV
**E_HOMO**: -11.176 eV
**Strongest force on any atom**: 2.93 eV/Å
**Multiplicity**: 1
**Net charge**: +1

Element x y z (Å)
C 0.783 0.313 1.696
C 1.748 0.181 0.517
C 1.301 0.942 -0.728
C 1.045 2.431 -0.494
C -0.109 2.985 -1.335
C -1.451 2.460 -0.834
C -2.052 3.323 0.294
C -2.368 2.556 1.576
C -3.118 1.249 1.384
N -4.236 1.331 0.356
C -4.098 0.348 -0.749
C -4.447 -1.023 -0.229
O -4.824 -1.209 0.923
I -4.288 -2.650 -1.603
H -0.237 0.172 1.338
H 0.877 1.255 2.219
H 0.986 -0.486 2.402
H 1.781 -0.870 0.253
H 2.732 0.502 0.841
H 2.036 0.855 -1.516
H 0.408 0.441 -1.100
H 0.821 2.642 0.548
H 1.949 2.962 -0.772
H -0.090 4.071 -1.313
H 0.044 2.674 -2.361
H -2.151 2.448 -1.666
H -1.303 1.443 -0.484
H -2.964 3.799 -0.066
H -1.378 4.137 0.528
H -1.418 2.296 2.034
H -2.868 3.183 2.304
H -2.485 0.418 1.117
H -3.575 0.993 2.329
H -4.384 2.278 0.010
H -5.094 1.058 0.841
H -3.129 0.392 -1.222
H -4.827 0.578 -1.522
C -1.815 0.868 5.009
C -2.873 0.393 5.659
C -3.385 1.062 6.882
O -4.357 0.630 7.460
C -2.671 2.275 7.352
C -1.611 2.749 6.700
C -1.102 2.084 5.475
O -0.146 2.514 4.867
H -1.424 0.399 4.113
H -3.409 -0.490 5.333
H -3.062 2.747 8.245
H -1.077 3.633 7.024
C 5.266 2.800 -5.036
C 4.166 2.120 -4.727
C 3.094 2.718 -3.901
O 2.091 2.088 -3.619
C 3.286 4.111 -3.429
C 4.383 4.797 -3.735
C 5.462 4.196 -4.564
O 6.459 4.821 -4.841
H 6.058 2.376 -5.638
H 4.003 1.104 -5.060
H 2.488 4.530 -2.828
H 4.544 5.814 -3.400
C 5.153 -1.507 -5.692
C 4.908 -2.690 -5.139
C 5.977 -3.446 -4.441
O 5.748 -4.526 -3.937
C 7.327 -2.836 -4.383
C 7.571 -1.651 -4.935
C 6.503 -0.892 -5.631
O 6.723 0.192 -6.129
H 4.388 -0.941 -6.210
H 3.931 -3.157 -5.171
H 8.090 -3.406 -3.869
H 8.548 -1.186 -4.904
C 4.653 -9.999 -5.626
C 3.549 -9.259 -5.681
C 3.560 -7.831 -5.275
O 2.552 -7.156 -5.324
C 4.846 -7.257 -4.808
C 5.950 -7.998 -4.754
C 5.943 -9.426 -5.158
O 6.947 -10.101 -5.111
H 4.670 -11.041 -5.916
H 2.600 -9.657 -6.019
H 4.836 -6.209 -4.515
H 6.898 -7.600 -4.415
C -10.024 2.238 8.239
C -9.861 1.965 6.947
C -8.646 1.269 6.457
O -8.492 1.024 5.277
C -7.622 0.887 7.458
C -7.782 1.161 8.750
C -8.997 1.858 9.243
O -9.146 2.107 10.418
H -10.901 2.745 8.619
H -10.597 2.234 6.199
H -6.744 0.380 7.080
H -7.044 0.892 9.495

Here are the Mulliken charges for atoms 1 to 2, given in e: atom 1 (C): -0.56, atom 2 (C): -1.13

***

(2)
This record from the Open Molecules 2025 dataset describes C41H43N6O3P2Re as an isolated structure. The level of theory is the ωB97M-V functional and the def2-TZVPD basis.

**Energy above the lowest of the compared OMol25 structures with the same formula, charge and spin**: 0.0 kcal per mole
**Orbital gap (alpha / beta)**: 6.285 / 5.812 eV
**E_HOMO (alpha / beta)**: -15.975 / -15.988 eV
**Strongest force on any atom**: 0.69 eV/Å
**<S²>**: 0.782
**Multiplicity**: 2
**Net charge**: +3

Element x y z (Å)
Re -0.115 0.109 0.029
C -0.568 -3.444 0.514
N -1.267 -3.462 1.809
C -1.516 -2.196 2.518
P -2.024 -0.782 1.402
C -3.249 -1.638 0.380
C -4.193 -2.451 1.016
C -5.086 -3.198 0.266
C -5.032 -3.154 -1.121
C -4.098 -2.345 -1.756
C -3.214 -1.581 -1.010
C -2.818 0.307 2.596
C -4.179 0.596 2.557
C -4.720 1.459 3.498
C -3.911 2.031 4.471
C -2.551 1.749 4.507
C -2.003 0.891 3.567
C -1.680 -4.636 2.339
C -1.799 -5.805 1.521
C -2.228 -6.986 2.065
C -2.536 -7.067 3.429
C -2.417 -5.939 4.251
C -2.008 -4.741 3.729
P 0.734 -2.119 0.370
C 1.767 -2.724 -0.978
C 2.996 -3.352 -0.776
C 3.735 -3.785 -1.868
C 3.249 -3.603 -3.156
C 2.025 -2.980 -3.361
C 1.288 -2.531 -2.276
C 1.579 -2.368 1.961
C 1.937 -3.656 2.368
C 2.486 -3.873 3.622
C 2.662 -2.809 4.497
C 2.295 -1.527 4.112
C 1.764 -1.311 2.850
H -1.285 -3.322 -0.306
H -0.058 -4.399 0.389
H -0.631 -1.916 3.100
H -2.347 -2.342 3.203
H -4.258 -2.488 2.096
H -5.830 -3.805 0.763
H -5.726 -3.738 -1.708
H -4.072 -2.293 -2.835
H -2.530 -0.918 -1.527
H -4.811 0.157 1.797
H -5.777 1.681 3.478
H -4.342 2.696 5.205
H -1.923 2.194 5.266
H -0.937 0.684 3.595
H -1.619 -5.746 0.460
H -2.346 -7.857 1.437
H -2.866 -8.007 3.850
H -2.634 -6.022 5.306
H -1.871 -3.898 4.385
H 3.392 -3.490 0.221
H 4.689 -4.266 -1.712
H 3.827 -3.947 -4.002
H 1.645 -2.844 -4.363
H 0.333 -2.041 -2.446
H 1.808 -4.504 1.706
H 2.781 -4.870 3.914
H 3.091 -2.978 5.474
H 2.433 -0.697 4.790
H 1.504 -0.298 2.561
C 3.631 1.435 -1.747
C 2.215 1.100 -1.436
N 1.842 0.520 -0.272
O 2.861 0.040 0.534
C 1.180 1.222 -2.357
C 1.220 1.809 -3.721
N 0.053 0.651 -1.857
O -0.983 0.473 -2.499
H 4.152 0.558 -2.145
H 4.169 1.795 -0.872
H 3.672 2.200 -2.518
H 3.584 -0.270 -0.037
H 1.783 1.172 -4.406
H 1.687 2.792 -3.713
H 0.207 1.897 -4.108
C -4.395 3.271 -0.356
N -2.980 3.315 0.032
C -2.389 4.474 0.410
C -1.080 4.531 0.745
C -0.328 3.331 0.660
N -0.913 2.185 0.286
C -2.255 2.156 -0.028
O -2.770 1.087 -0.347
N 0.972 3.327 0.969
H -4.888 4.140 0.067
H -4.836 2.362 0.042
H -4.479 3.278 -1.441
H -3.030 5.344 0.431
H -0.625 5.458 1.053
H 1.432 4.176 1.252
H 1.530 2.496 0.861

Here are the Mulliken charges for atoms 1 to 2, given in e: atom 1 (Re): 1.23, atom 2 (C): -2.16

***

(3)
This record from the Open Molecules 2025 dataset describes C41H43OP2PbSi as an isolated structure at a distorted geometry. The level of theory is the ωB97M-V functional and the def2-TZVPD basis.

**Orbital gap (alpha / beta)**: 4.580 / 4.103 eV
**E_HOMO (alpha / beta)**: -16.219 / -16.223 eV
**Strongest force on any atom**: 2.86 eV/Å
**Multiplicity**: 1
**Net charge**: +3

Element x y z (Å)
Pb 0.001 -0.005 0.735
P -0.887 -2.777 -0.368
C -1.159 0.157 3.328
O -1.574 -0.032 4.371
P -0.463 2.756 -0.434
C -0.786 -3.624 1.247
C 0.432 -3.497 -1.390
C -2.494 -3.206 -1.125
C -2.139 3.520 -0.632
C 0.335 3.571 1.000
C 0.578 3.226 -1.847
C -1.868 -4.280 1.855
C -1.732 -4.816 3.140
C -0.544 -4.654 3.862
C 0.502 -3.919 3.299
C 0.394 -3.429 1.998
H -2.816 -4.380 1.316
H -2.559 -5.368 3.586
H -0.422 -5.103 4.847
H 1.421 -3.745 3.863
H 1.225 -2.856 1.569
C -3.673 -2.614 -0.609
C -4.916 -2.909 -1.180
C -5.017 -3.792 -2.256
C -3.846 -4.329 -2.803
C -2.589 -4.021 -2.270
H -3.605 -1.907 0.226
H -5.811 -2.444 -0.769
H -5.997 -4.053 -2.660
H -3.911 -4.999 -3.657
H -1.679 -4.420 -2.733
C 1.008 -4.755 -1.115
C 2.049 -5.246 -1.918
C 2.562 -4.492 -2.975
C 2.026 -3.224 -3.223
C 0.965 -2.737 -2.456
H 0.650 -5.351 -0.268
H 2.457 -6.240 -1.705
H 3.355 -4.887 -3.607
H 2.429 -2.610 -4.025
H 0.547 -1.751 -2.676
C 1.732 3.749 1.051
C 2.338 4.223 2.222
C 1.567 4.493 3.356
C 0.202 4.209 3.345
C -0.404 3.713 2.191
H 2.360 3.532 0.176
H 3.417 4.384 2.237
H 2.040 4.919 4.247
H -0.404 4.398 4.232
H -1.462 3.430 2.206
C -3.287 2.841 -0.162
C -4.560 3.391 -0.327
C -4.727 4.648 -0.912
C -3.592 5.328 -1.367
C -2.316 4.764 -1.261
H -3.184 1.869 0.326
H -5.427 2.827 0.007
H -5.722 5.080 -1.014
H -3.698 6.313 -1.817
H -1.450 5.302 -1.668
C 1.120 4.515 -1.990
C 1.896 4.841 -3.113
C 2.227 3.870 -4.058
C 1.768 2.562 -3.880
C 0.925 2.243 -2.807
H 0.952 5.282 -1.232
H 2.246 5.864 -3.231
H 2.833 4.119 -4.932
H 2.043 1.773 -4.583
H 0.548 1.220 -2.715
H -2.589 -0.051 -1.564
H -1.948 -0.150 -1.971
C 2.139 0.703 3.114
Si 3.112 -0.033 1.659
C 4.517 1.133 1.190
C 3.688 -1.749 2.198
C 2.150 -0.185 0.026
H 2.920 1.105 3.785
H 1.558 -0.053 3.673
H 1.486 1.549 2.836
H 5.263 1.217 1.993
H 5.030 0.737 0.295
H 4.159 2.146 0.956
H 2.907 -2.322 2.720
H 4.044 -2.324 1.328
H 4.533 -1.615 2.897
H 2.362 0.602 -0.718
H 2.239 -1.170 -0.483

Here are the Mulliken charges for atoms 1 to 2, given in e: atom 1 (Pb): 1.28, atom 2 (P): 0.76

***

(4)
This record from the Open Molecules 2025 dataset describes C41H44N8OPSeSi2TeZr as an isolated structure. The level of theory is the ωB97M-V functional and the def2-TZVPD basis.

**Energy above the lowest of the compared OMol25 structures with the same formula, charge and spin**: 7.0 kcal per mole
**Orbital gap**: 6.704 eV
**E_HOMO**: -16.097 eV
**Strongest force on any atom**: 0.67 eV/Å
**Multiplicity**: 1
**Net charge**: +3

Element x y z (Å)
Zr 0.819 -0.552 -0.435
Se 6.419 -1.209 5.180
N 4.659 -1.018 5.235
C 4.249 -0.915 3.997
C 2.850 -0.737 3.627
C 1.810 -0.682 4.558
C 0.517 -0.513 4.110
C 0.286 -0.381 2.750
N 1.270 -0.417 1.846
C 2.538 -0.611 2.277
C 3.562 -0.743 1.248
N 3.129 -0.730 -0.029
C 4.025 -0.863 -1.007
C 5.383 -1.008 -0.766
C 5.832 -1.036 0.538
C 4.906 -0.908 1.576
C 5.264 -0.981 2.987
N 6.492 -1.136 3.412
H 2.037 -0.785 5.612
H -0.314 -0.479 4.800
H -0.721 -0.239 2.374
H 3.655 -0.864 -2.024
H 6.064 -1.113 -1.599
H 6.880 -1.167 0.775
N 0.945 -0.191 -2.771
C 1.094 1.105 -3.442
C 0.924 1.200 -4.812
C 1.115 2.425 -5.437
C 1.479 3.542 -4.695
C 1.638 3.444 -3.321
C 1.432 2.221 -2.685
P 1.582 2.016 -0.906
C -0.130 2.006 -0.289
C -0.337 2.267 1.081
C -1.619 2.400 1.579
C -2.719 2.262 0.731
C -2.536 1.955 -0.605
C -1.250 1.814 -1.117
C 2.436 3.393 -0.161
C 3.799 3.259 0.107
C 4.507 4.340 0.607
C 3.855 5.545 0.838
C 2.496 5.677 0.571
C 1.779 4.605 0.068
H 0.107 -0.655 -3.143
H 1.702 -0.803 -3.078
H 0.657 0.324 -5.393
H 0.992 2.503 -6.508
H 1.639 4.491 -5.188
H 1.921 4.314 -2.742
H 0.513 2.431 1.733
H -1.769 2.647 2.622
H -3.717 2.413 1.121
H -3.387 1.865 -1.267
H -1.112 1.664 -2.182
H 4.307 2.319 -0.080
H 5.564 4.246 0.813
H 4.409 6.389 1.228
H 1.999 6.621 0.748
H 0.724 4.715 -0.148
C -5.383 -2.465 1.684
Si -3.734 -2.354 2.539
C -3.414 -0.602 3.121
C -3.626 -3.554 3.954
C -2.274 -2.868 1.411
Te -1.922 -2.067 -0.540
C -3.753 -1.157 -1.118
Si -3.964 -0.906 -3.016
C -5.026 -2.311 -3.595
C -2.279 -0.923 -3.861
C -4.755 0.750 -3.342
H -6.156 -2.417 2.456
H -5.524 -3.412 1.158
H -5.573 -1.645 0.992
H -4.235 -0.275 3.764
H -3.341 0.108 2.293
H -2.501 -0.548 3.719
H -4.343 -3.282 4.732
H -2.633 -3.568 4.409
H -3.862 -4.571 3.633
H -2.325 -3.946 1.246
H -1.347 -2.675 1.959
H -3.952 -0.277 -0.509
H -4.471 -1.927 -0.827
H -4.544 -3.279 -3.433
H -5.242 -2.226 -4.661
H -5.981 -2.319 -3.064
H -1.642 -1.756 -3.548
H -1.773 0.038 -3.707
H -2.421 -1.026 -4.940
H -5.621 0.927 -2.700
H -5.115 0.776 -4.374
H -4.063 1.589 -3.232
O 1.265 -2.394 -1.339
N 1.173 -2.670 -0.051
C 1.410 -3.829 0.436
C 1.770 -4.943 -0.386
N 2.050 -5.827 -1.064
C 1.304 -3.923 1.870
N 1.173 -3.927 3.010

Here are the Mulliken charges for atoms 1 to 2, given in e: atom 1 (Zr): -0.20, atom 2 (Se): 0.39

***

Among the records above, which one has the lowest strongest force on any atom?
C41H44N8OPSeSi2TeZr

***

Among the records above, which one has the lowest net charge?
C41H43INO11